# C41H32Cl4N4O6V

C41H32Cl4N4O6V as an isolated structure (ωB97M-V/def2-TZVPD, OMol25).

CARTESIAN COORDINATES (ANGSTROEM)
1 V 0.7187 0.3414 -0.3991
2 Cl 5.5979 5.1111 -0.5793
3 C 4.1093 4.2759 -0.2499
4 C 3.1755 4.8215 0.6112
5 Cl 3.4784 6.3554 1.3737
6 C 1.9792 4.1319 0.8784
7 Cl 0.7732 4.8055 1.9295
8 C 1.7174 2.8947 0.3035
9 O 0.6343 2.1938 0.4844
10 C 2.6818 2.3358 -0.5936
11 O 2.3437 1.2089 -1.1533
12 C 3.8536 3.0325 -0.8551
13 Cl 4.9890 2.3270 -1.9635
14 C 2.2710 -2.0077 -3.7593
15 C 1.3224 -1.7659 -4.7446
16 C 0.2054 -1.0101 -4.4490
17 C 0.0505 -0.5124 -3.1558
18 N 0.9771 -0.7510 -2.2280
19 C 2.0591 -1.4789 -2.5031
20 C -1.0789 0.3484 -2.7239
21 C -2.1717 0.5727 -3.5407
22 C -3.0215 1.6593 -3.1633
23 C -2.8948 2.2633 -1.9661
24 C -1.9613 1.6880 -0.9254
25 N -0.8850 0.9343 -1.5480
26 H 3.1581 -2.5909 -3.9635
27 H 1.4638 -2.1569 -5.7453
28 H -0.5298 -0.7900 -5.2083
29 H 2.7461 -1.6170 -1.6808
30 H -2.2849 0.0828 -4.4953
31 H -3.7160 2.0663 -3.8934
32 H -3.4110 3.1945 -1.7574
33 H -1.5051 2.5008 -0.3530
34 C 3.0883 -1.5094 2.7293
35 C 1.7962 -0.9103 2.2131
36 O 1.9032 -0.3975 1.0369
37 C 0.6332 -1.0056 3.0234
38 C 0.7194 -1.7290 4.2586
39 C -0.3755 -2.0518 5.0282
40 C -1.6502 -1.6650 4.6251
41 C -1.7793 -0.8772 3.4758
42 C -0.6882 -0.5162 2.7187
43 O -0.8105 0.4227 1.6868
44 H 3.8696 -1.2523 2.0166
45 H 3.0228 -2.6015 2.7977
46 H 3.3690 -1.1283 3.7153
47 H 1.6881 -2.0808 4.5809
48 H -0.2352 -2.6263 5.9378
49 H -2.5296 -1.9318 5.1975
50 H -2.7516 -0.5164 3.1765
51 C -4.5825 -6.3734 0.6175
52 C -3.4361 -5.4129 0.4260
53 C -3.3732 -4.5903 -0.6897
54 C -2.3160 -3.7058 -0.8849
55 C -2.2819 -2.8395 -2.1123
56 C -1.2892 -3.6455 0.0586
57 C -1.3188 -4.4855 1.1745
58 C -0.2125 -4.4474 2.1909
59 C -2.3983 -5.3476 1.3462
60 C -0.1213 -2.6829 -0.1419
61 O 0.9882 -3.1645 -0.3834
62 O -0.4311 -1.4471 -0.0554
63 H -5.5188 -5.9506 0.2480
64 H -4.7147 -6.6220 1.6717
65 H -4.4095 -7.3093 0.0773
66 H -4.1696 -4.6277 -1.4286
67 H -3.0490 -3.1439 -2.8270
68 H -1.3087 -2.9018 -2.6055
69 H -2.4381 -1.7882 -1.8711
70 H -0.1605 -3.4658 2.6627
71 H 0.7515 -4.6246 1.7131
72 H -0.3763 -5.1915 2.9726
73 H -2.4270 -5.9807 2.2289
74 N -4.0121 1.4417 0.4845
75 C -2.7183 0.8187 0.1356
76 N -2.1307 0.8166 1.4933
77 C -2.5179 2.0083 2.1041
78 C -1.9687 2.7194 3.1424
79 C -2.6646 3.8535 3.5809
80 C -3.8567 4.2348 2.9894
81 C -4.4018 3.4992 1.9256
82 C -3.7155 2.3890 1.4900
83 H -4.4602 1.8258 -0.3369
84 H -2.8424 -0.2065 -0.2105
85 H -1.0179 2.4266 3.5667
86 H -2.2492 4.4502 4.3838
87 H -4.3694 5.1232 3.3390
88 H -5.3283 3.8039 1.4516

Output
Total charge: -2
Energy above the lowest of the compared OMol25 structures with the same formula, charge and spin, kJ/mol: 433.8
Kohn-Sham gap (spin up / spin down), eV: 4.6 / 6.1
Spin multiplicity: 4

These are the Löwdin partial charges, in e, on atoms 1 to 8: atom 1 (V): 1.09, atom 2 (Cl): 0.59, atom 3 (C): -0.73, atom 4 (C): -0.72, atom 5 (Cl): 0.59, atom 6 (C): -0.61, atom 7 (Cl): 0.67, atom 8 (C): -0.37